Below is CH6N3 as an isolated structure, with properties calculated with ωB97M-V with the def2-TZVPD basis set.

CARTESIAN COORDINATES (ANGSTROEM)
C1 -1.98 -0.17 0.11
N1 1.56 0.41 -0.46
N2 -1.08 0.66 -0.31
N3 2.22 -0.35 0.23
H1 -1.90 -1.27 -0.09
H2 -2.98 -0.06 0.51
H3 -1.18 1.72 -0.50
H4 0.23 0.39 -0.54
H5 3.19 -0.07 0.53
H6 1.92 -1.26 0.52

Output
E_HOMO   -0.53966 hartree
Net charge   +1
LUMO level   -5.1 eV

***

Below is CH6N3O as an isolated structure, with properties calculated with ωB97M-V with the def2-TZVPD basis set.

CARTESIAN COORDINATES (ANGSTROEM)
C1 -0.55 -1.12 -0.53
N1 -0.19 1.61 -0.79
N2 0.89 -0.01 1.00
N3 0.08 -0.03 0.11
O1 1.56 0.91 1.33
H1 -1.57 -1.08 -0.21
H2 0.12 -2.04 -0.29
H3 -0.33 -1.11 -1.65
H4 0.05 2.08 0.05
H5 -1.18 1.67 -0.57
H6 1.12 -0.89 1.55

Output
E_HOMO (alpha / beta)   -0.60785 / -0.60784 hartree
Net charge   +1
LUMO level (alpha / beta)   -6.3 / -6.3 eV

***

Below is an isolated ion of composition CH6N3O and charge +1, with properties calculated with ωB97M-V with the def2-TZVPD basis set.

CARTESIAN COORDINATES (ANGSTROEM)
C1 0.84 -0.66 0.33
N1 0.99 0.58 -0.21
N2 -0.29 -1.26 -0.38
N3 -1.39 0.70 0.03
O1 -1.33 -0.67 0.26
H1 1.76 -1.30 0.27
H2 0.69 -0.62 1.45
H3 1.53 1.37 0.19
H4 -0.33 -0.99 -1.33
H5 -1.89 1.23 0.75
H6 -1.39 0.81 -0.95

Output
E_HOMO (alpha / beta)   -0.57657 / -0.56943 hartree
Net charge   +1
LUMO level (alpha / beta)   -7.7 / -6.5 eV

***

Below is an isolated ion of composition CH6N3O and charge +1, with properties calculated with ωB97M-V with the def2-TZVPD basis set.

CARTESIAN COORDINATES (ANGSTROEM)
C1 -1.20 -0.79 0.14
N1 0.32 1.58 0.18
N2 2.13 0.44 -0.64
N3 0.79 0.51 -0.18
O1 0.10 -0.67 -0.29
H1 -1.88 -0.13 -0.41
H2 -1.24 -0.55 1.21
H3 -1.48 -1.85 0.02
H4 -0.54 1.51 0.59
H5 2.27 1.23 -1.20
H6 2.41 -0.45 -0.98

Output
E_HOMO (alpha / beta)   -0.49145 / -0.60151 hartree
Net charge   +1
Spin multiplicity   3
LUMO level (alpha / beta)   -3.3 / -9.5 eV
<S²>   2.007

***

Below is CH6N3OS as an isolated structure, with properties calculated with ωB97M-V with the def2-TZVPD basis set.

CARTESIAN COORDINATES (ANGSTROEM)
C1 -0.92 -0.26 -0.52
N1 -1.98 0.40 -0.32
N2 2.54 -0.04 0.78
N3 0.62 0.79 -0.67
O1 -0.73 -1.42 -1.03
S1 1.91 -0.18 -0.72
H1 -1.84 1.40 -0.40
H2 -2.95 0.08 -0.56
H3 2.77 -1.00 1.05
H4 3.47 0.44 0.85
H5 0.60 1.36 0.21
H6 -1.44 -1.94 -1.24

Output
E_HOMO (alpha / beta)   -0.46890 / -0.46891 hartree
Net charge   +1
LUMO level (alpha / beta)   -4.3 / -4.3 eV

***

Below is the molecule CH6N4, with properties calculated with ωB97M-V with the def2-TZVPD basis set.

CARTESIAN COORDINATES (ANGSTROEM)
C1 -0.93 -0.84 -1.30
N1 0.30 1.02 0.68
N2 0.90 0.27 1.68
N3 -0.50 0.59 -0.81
N4 0.71 0.24 -0.82
H1 -0.37 1.72 0.97
H2 1.62 -0.39 1.38
H3 1.46 0.81 2.34
H4 -1.79 -1.02 -0.66
H5 -1.16 -0.73 -2.35
H6 -0.24 -1.67 -1.12

Output
E_HOMO (alpha / beta)   -0.25836 / -0.25956 hartree
Net charge   0
LUMO level (alpha / beta)   1.0 / 1.1 eV